(1)
ORCA calculation (the ωB97M-V functional and the def2-TZVPD basis) on the molecule C16H21NO2S.

energy relative to the best compared isomer or geometry (same formula, charge and spin) = 0.4 kcal/mol
total charge = 0
maximum force = 0.536 eV/Å
lowest unoccupied orbital energy = 0.031 Ha
2S+1 = 1
highest occupied orbital energy = -7.90 eV
SMILES string = CCNCc1ccc(OCc2cccs2)c(OCC)c1
Kohn-Sham gap = 8.74 eV

```
41
C16H21NO2S (the ωB97M-V functional and the def2-TZVPD basis)
C 7.197 -0.497 -0.671
C 6.089 -1.298 -1.340
N 4.794 -0.738 -1.009
C 3.683 -1.475 -1.582
C 2.366 -0.875 -1.170
C 2.221 0.496 -1.083
C 1.007 1.053 -0.707
C -0.078 0.245 -0.416
O -1.312 0.685 -0.038
C -1.507 2.066 0.158
C -2.888 2.255 0.688
C -3.809 3.200 0.357
C -5.013 3.069 1.085
C -4.984 2.023 1.949
S -3.488 1.176 1.896
C 0.058 -1.158 -0.506
O -1.073 -1.863 -0.224
C -1.019 -3.269 -0.133
C -0.366 -3.752 1.159
C 1.279 -1.694 -0.878
H 7.118 0.549 -0.954
H 8.170 -0.874 -0.974
H 7.119 -0.569 0.412
H 6.199 -1.245 -2.428
H 6.173 -2.363 -1.049
H 4.685 -0.698 0.001
H 3.784 -1.414 -2.674
H 3.705 -2.548 -1.313
H 3.063 1.131 -1.304
H 0.920 2.126 -0.648
H -0.769 2.455 0.880
H -1.394 2.622 -0.785
H -3.636 3.965 -0.378
H -5.858 3.723 0.963
H -5.754 1.690 2.615
H -2.068 -3.579 -0.154
H -0.517 -3.700 -1.010
H -0.406 -4.837 1.209
H -0.896 -3.338 2.013
H 0.672 -3.433 1.212
H 1.406 -2.763 -0.954
```

natural (NBO) atomic charge list, values in e, 4 entries: -0.61, -0.21, -0.62, -0.22

(2)
ORCA calculation (the ωB97M-V functional and the def2-TZVPD basis) on a structure of composition C16H21NO7Ru in a non-equilibrium geometry.

energy relative to the best compared isomer or geometry (same formula, charge and spin) = 12.2 kcal/mol
total charge = -1
maximum force = 1.377 eV/Å
lowest unoccupied orbital energy (alpha / beta) = 0.096 / 0.096 Ha
2S+1 = 2
highest occupied orbital energy (alpha / beta) = -4.86 / -4.26 eV
<S²> = 0.923
Kohn-Sham gap (alpha / beta) = 7.48 / 6.86 eV

```
46
C16H21NO7Ru (the ωB97M-V functional and the def2-TZVPD basis)
Ru 0.277 0.281 -1.107
C 1.089 -3.819 -1.534
C 0.965 -2.588 -2.413
C 0.963 -2.950 -3.892
O -0.279 -1.916 -2.162
C 2.172 -1.644 -2.177
O 3.291 -2.135 -2.198
O 1.944 -0.374 -2.049
H 0.328 -4.556 -1.802
H 0.969 -3.551 -0.480
H 2.079 -4.255 -1.656
H 0.168 -3.669 -4.098
H 1.927 -3.374 -4.173
H 0.785 -2.054 -4.489
H -0.686 -2.228 -1.346
O -0.550 1.974 -2.187
C -0.613 2.357 -0.954
C -1.806 2.134 -0.093
C -2.340 3.134 0.684
C -3.511 2.889 1.396
C -4.150 1.652 1.322
C -3.597 0.637 0.576
C -2.366 0.836 -0.095
O -1.706 -0.123 -0.654
N -4.085 3.943 2.213
O -3.518 5.025 2.246
O -5.108 3.704 2.839
H 0.023 3.203 -0.655
H -1.875 4.111 0.730
H -5.067 1.503 1.875
H -4.051 -0.345 0.536
C 2.015 -0.973 2.555
C 1.737 0.098 1.495
C 3.040 0.444 0.770
C 1.202 1.358 2.192
C 0.680 -0.400 0.524
H 2.773 -0.630 3.265
H 2.381 -1.893 2.091
H 1.106 -1.211 3.114
H 3.770 0.832 1.488
H 2.882 1.205 0.005
H 3.463 -0.425 0.264
H 1.954 1.745 2.887
H 0.287 1.147 2.753
H 0.967 2.131 1.461
H 0.072 -1.225 0.935
```

natural (NBO) atomic charge list, values in e, 4 entries: 0.93, -0.63, 0.13, -0.61

(3)
ORCA calculation (the ωB97M-V functional and the def2-TZVPD basis) on a structure of composition C16H22BCeClO2 in a non-equilibrium geometry.

total charge = -1
maximum force = 6.414 eV/Å
lowest unoccupied orbital energy (alpha / beta) = 0.099 / 0.099 Ha
2S+1 = 2
highest occupied orbital energy (alpha / beta) = -2.91 / -3.23 eV
<S²> = 0.752
Kohn-Sham gap (alpha / beta) = 5.61 / 5.93 eV

```
43
C16H22BCeClO2 (the ωB97M-V functional and the def2-TZVPD basis)
C 1.041 -1.118 -3.055
C 0.432 -0.325 -4.051
C -0.949 -0.626 -4.045
H 0.929 0.399 -4.675
C -1.194 -1.568 -3.021
C 0.049 -1.875 -2.424
H 0.188 -2.492 -1.555
H 2.070 -1.056 -2.750
H -1.691 -0.197 -4.695
H -2.153 -1.955 -2.721
Ce -0.501 0.465 -2.003
Cl 1.720 1.297 -1.245
C -1.331 2.461 -1.037
C -2.466 1.651 -1.263
C -2.616 1.495 -2.647
H -3.042 1.157 -0.502
C -1.584 2.226 -3.286
C -0.798 2.829 -2.294
H 0.109 3.384 -2.450
H -0.889 2.672 -0.081
H -3.356 0.883 -3.136
H -1.399 2.270 -4.347
C 2.087 -1.898 2.699
C 0.727 -1.299 2.275
C -0.383 -2.125 2.983
O 0.558 -1.445 0.889
B -0.325 -0.312 0.573
O -0.362 0.708 1.632
C 0.613 0.250 2.536
C 0.192 0.605 3.977
C 1.936 1.009 2.251
H 2.118 -2.984 2.469
H 2.254 -1.761 3.789
H 2.928 -1.434 2.143
H -0.317 -3.192 2.681
H -0.270 -2.083 4.088
H -1.396 -1.757 2.716
H 0.938 0.227 4.708
H 0.112 1.708 4.093
H -0.804 0.186 4.224
H 2.332 0.769 1.250
H 1.775 2.107 2.314
H 2.719 0.743 2.993
```

Löwdin atomic charge list, values in e, 4 entries: -0.23, -0.21, -0.24, 0.12

(4)
ORCA calculation (the ωB97M-V functional and the def2-TZVPD basis) on a cluster of 2 separate species, C16H22BClF4N3 in total in a non-equilibrium geometry.

energy relative to the best compared isomer or geometry (same formula, charge and spin) = 26.8 kcal/mol
total charge = +1
maximum force = 2.731 eV/Å
lowest unoccupied orbital energy = -0.150 Ha
2S+1 = 1
highest occupied orbital energy = -10.36 eV
Kohn-Sham gap = 6.27 eV

```
47
C16H22BClF4N3 (the ωB97M-V functional and the def2-TZVPD basis)
Cl 6.589 -7.032 -2.183
C 5.226 -5.899 -2.043
N 5.082 -5.360 -0.658
C 4.783 -6.460 0.380
C 4.590 -5.829 1.735
N 4.699 -4.356 1.653
F 3.241 -1.173 5.252
C 3.682 -3.825 0.704
C 3.878 -4.402 -0.671
C 6.058 -3.994 1.177
C 6.315 -4.551 -0.197
H 5.399 -5.046 -2.708
H 4.296 -6.424 -2.285
H 3.876 -6.979 0.050
H 5.630 -7.154 0.356
H 3.595 -6.050 2.138
H 5.349 -6.170 2.445
H 2.693 -4.096 1.083
H 3.779 -2.738 0.674
H 4.102 -3.631 -1.414
H 3.022 -4.990 -0.999
H 6.119 -2.901 1.179
H 6.771 -4.397 1.904
H 7.163 -5.239 -0.225
H 6.467 -3.752 -0.933
C 3.049 2.279 7.029
N 2.898 0.840 7.210
C 3.875 -0.079 7.175
C 3.298 -1.341 6.643
C 1.870 -1.185 7.060
C 1.635 0.192 7.186
C 0.332 0.692 7.295
C -0.733 -0.200 7.044
C -0.469 -1.570 7.006
B -1.695 -2.659 6.598
F -0.986 -3.574 5.815
F -2.176 -3.137 7.815
F -2.601 -1.899 5.836
C 0.823 -2.081 7.236
H 2.060 2.725 7.120
H 3.764 2.729 7.727
H 3.485 2.500 6.033
H 4.929 0.115 7.311
H 3.797 -2.297 6.860
H 0.147 1.700 7.624
H -1.751 0.172 6.908
H 1.007 -3.142 7.438
```

natural (NBO) atomic charge list, values in e, 4 entries: 0.02, -0.20, -0.22, -0.24

(5)
ORCA calculation (the ωB97M-V functional and the def2-TZVPD basis) on a structure of composition C16H22BClHoO2 in a non-equilibrium geometry.

energy relative to the best compared isomer or geometry (same formula, charge and spin) = 41.8 kcal/mol
total charge = -1
maximum force = 5.843 eV/Å
lowest unoccupied orbital energy (alpha / beta) = 0.087 / 0.088 Ha
2S+1 = 5
highest occupied orbital energy (alpha / beta) = -2.82 / -2.82 eV
<S²> = 6.007
Kohn-Sham gap (alpha / beta) = 5.20 / 5.21 eV

```
43
C16H22BClHoO2 (the ωB97M-V functional and the def2-TZVPD basis)
C 2.326 -2.837 0.319
C 2.397 -2.873 -1.093
C 1.071 -2.865 -1.588
H 3.297 -2.908 -1.684
C 0.191 -2.786 -0.486
C 0.972 -2.779 0.690
H 0.598 -2.677 1.695
H 3.166 -2.783 0.991
H 0.786 -2.849 -2.625
H -0.884 -2.727 -0.536
Ho 1.455 -0.829 -0.552
Cl 2.156 0.400 1.171
C 1.562 2.083 -5.279
C 0.349 1.452 -5.618
C 0.656 0.234 -6.257
H -0.646 1.835 -5.421
C 2.058 0.112 -6.314
C 2.619 1.256 -5.710
H 3.678 1.462 -5.596
H 1.665 3.038 -4.775
H -0.063 -0.484 -6.639
H 2.610 -0.715 -6.747
C -0.718 0.416 4.533
C -1.231 0.081 3.114
C -2.455 -0.862 3.275
O -0.251 -0.636 2.431
B -0.475 -0.255 1.026
O -1.355 0.917 0.876
C -1.509 1.349 2.216
C -2.921 1.927 2.433
C -0.501 2.504 2.464
H -0.503 -0.519 5.096
H -1.469 1.005 5.098
H 0.238 0.980 4.497
H -2.156 -1.786 3.818
H -3.260 -0.376 3.865
H -2.862 -1.166 2.288
H -3.052 2.238 3.492
H -3.082 2.809 1.781
H -3.706 1.186 2.176
H 0.545 2.175 2.338
H -0.685 3.334 1.748
H -0.609 2.918 3.488
```

natural (NBO) atomic charge list, values in e, 4 entries: -0.36, -0.40, -0.40, 0.25